No. 1
{"formula": "C49H85N3O12S8", "method": "ωB97M-V with the def2-TZVPD basis set", "elements": ["C", "C", "C", "C", "N", "C", "C", "C", "C", "C", "C", "C", "N", "C", "C", "N", "C", "C", "C", "C", "C", "C", "C", "C", "C", "S", "S", "C", "C", "C", "H", "H", "H", "H", "H", "H", "H", "H", "H", "H", "H", "H", "H", "H", "H", "H", "H", "H", "H", "H", "H", "H", "H", "H", "H", "H", "H", "H", "H", "H", "H", "H", "H", "H", "H", "H", "H", "O", "S", "O", "C", "C", "C", "C", "H", "H", "H", "H", "H", "H", "H", "H", "O", "S", "O", "C", "C", "C", "C", "H", "H", "H", "H", "H", "H", "H", "H", "O", "S", "O", "C", "C", "C", "C", "H", "H", "H", "H", "H", "H", "H", "H", "O", "S", "O", "C", "C", "C", "C", "H", "H", "H", "H", "H", "H", "H", "H", "O", "S", "O", "C", "C", "C", "C", "H", "H", "H", "H", "H", "H", "H", "H", "O", "S", "O", "C", "C", "C", "C", "H", "H", "H", "H", "H", "H", "H", "H"], "positions_angstrom": [[1.200, 6.072, 2.221], [2.178, 6.420, 0.981], [3.563, 5.601, 0.968], [3.405, 4.002, 1.058], [2.981, 3.362, -0.261], [1.512, 3.106, -0.127], [0.832, 2.498, -1.473], [0.069, 3.629, -2.341], [-0.668, 3.061, -3.654], [-2.060, 2.267, -3.321], [-1.784, 0.748, -2.865], [-2.820, 2.163, -4.761], [-3.252, 1.993, -5.885], [-3.049, 3.104, -2.360], [-4.589, 2.888, -2.810], [-5.639, 2.568, -3.302], [-2.801, 2.905, -0.781], [-3.884, 1.997, -0.029], [-4.497, 2.573, 1.316], [-5.532, 1.799, 2.199], [-6.057, 0.372, 1.735], [-5.446, -0.182, 0.402], [-5.910, -1.632, -0.180], [-4.373, 0.582, -0.458], [3.746, 2.086, -0.398], [5.341, 2.148, -0.980], [3.074, 0.405, 0.000], [2.916, -0.463, -1.637], [3.088, -2.065, -1.569], [3.117, -2.682, -0.081], [1.711, 5.488, 3.074], [0.767, 7.031, 2.672], [0.308, 5.421, 1.859], [2.392, 7.561, 1.045], [1.629, 6.221, -0.008], [4.216, 5.942, 1.845], [4.066, 5.828, -0.053], [2.618, 3.751, 1.862], [4.391, 3.513, 1.425], [0.956, 4.099, 0.096], [1.282, 2.422, 0.781], [1.644, 2.029, -2.154], [0.162, 1.635, -1.130], [0.903, 4.346, -2.719], [-0.627, 4.299, -1.699], [-0.960, 3.981, -4.303], [0.057, 2.413, -4.275], [-1.715, 0.581, -1.736], [-2.521, 0.022, -3.354], [-0.739, 0.468, -3.291], [-2.837, 4.226, -2.581], [-1.765, 2.478, -0.546], [-2.848, 3.960, -0.304], [-4.140, 3.604, 1.686], [-5.934, 2.235, 3.176], [-6.823, -0.228, 2.363], [-6.966, -1.841, 0.255], [-5.953, -1.546, -1.336], [-5.129, -2.404, 0.142], [-3.975, 0.095, -1.411], [1.942, -0.223, -2.207], [3.778, -0.061, -2.305], [2.232, -2.592, -2.149], [4.077, -2.400, -2.079], [3.376, -3.809, -0.203], [3.954, -2.232, 0.558], [2.065, -2.638, 0.408], [-8.191, 5.011, -9.285], [-8.760, 4.418, -8.095], [-10.024, 4.854, -7.545], [-8.805, 2.648, -8.312], [-7.453, 2.171, -7.799], [-7.193, 2.961, -6.516], [-7.521, 4.427, -6.805], [-8.977, 2.405, -9.361], [-9.619, 2.257, -7.697], [-7.448, 1.094, -7.620], [-6.673, 2.396, -8.535], [-7.847, 2.588, -5.720], [-6.162, 2.848, -6.173], [-7.919, 4.932, -5.924], [-6.648, 4.966, -7.179], [6.920, 4.950, 2.070], [6.737, 6.160, 2.838], [6.015, 7.301, 2.320], [6.061, 5.723, 4.430], [7.284, 5.458, 5.298], [8.278, 6.572, 4.965], [8.333, 6.698, 3.441], [5.408, 4.856, 4.331], [5.495, 6.581, 4.799], [7.027, 5.447, 6.359], [7.720, 4.486, 5.045], [7.929, 7.514, 5.401], [9.268, 6.366, 5.379], [8.509, 7.728, 3.129], [9.095, 6.044, 3.013], [-2.497, -4.207, -4.439], [-1.706, -3.086, -4.892], [-0.867, -2.319, -3.996], [-0.726, -3.612, -6.287], [-1.621, -3.359, -7.493], [-2.266, -1.993, -7.251], [-2.767, -1.971, -5.806], [-0.446, -4.660, -6.171], [0.169, -2.986, -6.322], [-1.052, -3.379, -8.425], [-2.397, -4.129, -7.552], [-1.518, -1.206, -7.393], [-3.081, -1.801, -7.953], [-2.701, -0.972, -5.373], [-3.790, -2.342, -5.731], [-0.016, -4.867, 2.417], [-0.881, -3.950, 1.708], [-0.370, -2.966, 0.778], [-2.163, -4.892, 0.900], [-3.267, -4.995, 1.943], [-3.370, -3.607, 2.578], [-1.948, -3.141, 2.894], [-1.773, -5.862, 0.590], [-2.496, -4.324, 0.029], [-4.214, -5.308, 1.496], [-2.995, -5.731, 2.707], [-3.835, -2.915, 1.868], [-3.990, -3.619, 3.478], [-1.848, -2.059, 2.793], [-1.638, -3.451, 3.894], [1.399, -2.162, 4.767], [0.804, -2.741, 5.950], [-0.455, -2.274, 6.490], [0.716, -4.508, 5.730], [2.051, -5.019, 6.254], [2.320, -4.239, 7.541], [2.032, -2.764, 7.251], [0.547, -4.745, 4.679], [-0.113, -4.879, 6.338], [2.027, -6.096, 6.431], [2.843, -4.814, 5.526], [1.650, -4.596, 8.330], [3.345, -4.379, 7.892], [1.639, -2.251, 8.129], [2.922, -2.248, 6.885], [6.279, -8.563, 6.083], [5.371, -7.577, 5.544], [4.752, -6.564, 6.371], [6.159, -6.783, 4.154], [5.786, -7.654, 2.962], [4.305, -7.993, 3.144], [4.108, -8.420, 4.599], [7.235, -6.721, 4.321], [5.735, -5.781, 4.057], [5.971, -7.140, 2.016], [6.379, -8.574, 2.969], [3.700, -7.105, 2.935], [3.983, -8.779, 2.456], [3.124, -8.133, 4.973], [4.253, -9.495, 4.724]], "mulliken_charge": [-0.77, -0.46, -0.24, -0.29, 0.23, -0.85, 0.12, -0.53, -1.25, 2.15, -1.12, -0.64, -0.70, 0.29, -0.42, -0.50, -0.10, 0.38, -0.68, -0.53, -0.69, 0.48, -0.89, 0.07, -0.24, -0.15, -0.01, 0.09, -0.22, -1.06, 0.22, 0.31, 0.10, 0.42, 0.21, -0.31, 0.33, -0.01, 0.57, -0.25, 0.48, 0.41, -0.01, 0.46, 0.25, 0.38, 0.44, 0.25, 0.11, 0.12, 0.62, -0.17, 0.37, 0.24, 0.31, 0.29, 0.33, 0.34, 0.06, 0.11, -0.27, 0.34, 0.15, 0.29, 0.33, 0.33, 0.27, -0.66, 1.15, -0.67, -0.72, -0.66, -0.26, -0.72, 0.41, 0.35, 0.35, 0.31, 0.30, 0.04, 0.36, 0.38, -0.62, 1.27, -0.69, -0.63, -0.65, -0.61, -0.71, 0.38, 0.39, 0.35, 0.31, 0.30, 0.32, 0.34, 0.36, -0.69, 1.03, -0.50, -0.73, -0.57, -0.80, 0.23, 0.41, 0.34, 0.35, 0.29, 0.30, 0.36, -0.39, 0.41, -0.69, 1.02, -0.54, -0.81, -0.68, 0.06, -0.61, 0.43, 0.38, 0.36, 0.33, -0.34, 0.42, 0.50, 0.11, -0.60, 1.21, -0.70, -0.25, -0.40, -0.84, -0.70, 0.06, 0.40, 0.30, 0.18, 0.35, 0.34, 0.36, 0.35, -0.69, 1.05, -0.56, -0.68, -0.63, -0.54, -0.55, 0.40, 0.35, 0.35, 0.30, 0.24, 0.32, 0.26, 0.38], "lumo_energy_ha": -0.0104, "e_tot_ha": -6170.2757, "homo_energy_ev": -8.0, "charge": 0, "max_force_ev_per_a": 6.8, "smiles": "CCCCN(CCCC[C@](C)(C#N)[C@@H](C#N)Cc1cccc(C)c1)C(=S)SCCC.O=S1(=O)CCCC1.O=S1(=O)CCCC1.O=S1(=O)CCCC1.O=S1(=O)CCCC1.O=S1(=O)CCCC1.O=S1(=O)CCCC1"}



No. 2
{"formula": "C49H86O29P", "method": "ωB97M-V with the def2-TZVPD basis set", "elements": ["C", "C", "O", "C", "C", "P", "C", "C", "C", "C", "C", "C", "C", "C", "O", "C", "H", "H", "H", "H", "H", "H", "H", "H", "H", "H", "H", "H", "H", "H", "H", "H", "H", "H", "H", "H", "H", "H", "H", "H", "H", "H", "H", "H", "H", "H", "H", "H", "C", "C", "C", "O", "C", "O", "O", "H", "H", "H", "H", "H", "H", "C", "C", "C", "O", "C", "O", "O", "H", "H", "H", "H", "H", "H", "C", "C", "C", "O", "C", "O", "O", "H", "H", "H", "H", "H", "H", "C", "C", "C", "O", "C", "O", "O", "H", "H", "H", "H", "H", "H", "C", "C", "C", "O", "C", "O", "O", "H", "H", "H", "H", "H", "H", "C", "C", "C", "O", "C", "O", "O", "H", "H", "H", "H", "H", "H", "C", "C", "C", "O", "C", "O", "O", "H", "H", "H", "H", "H", "H", "C", "C", "C", "O", "C", "O", "O", "H", "H", "H", "H", "H", "H", "C", "C", "C", "O", "C", "O", "O", "H", "H", "H", "H", "H", "H"], "positions_angstrom": [[0.075, -4.187, 7.387], [-0.642, -5.073, 6.381], [-0.522, -4.530, 5.095], [-1.271, -5.280, 4.099], [-1.946, -4.318, 3.149], [-0.849, -3.835, 1.597], [-1.935, -2.289, 1.234], [-1.387, -0.959, 1.782], [-0.871, 0.031, 0.731], [0.517, -0.237, 0.118], [1.563, -0.892, 1.003], [1.927, -0.173, 2.304], [1.850, 1.358, 2.252], [1.856, 1.910, 3.682], [1.113, 3.148, 3.716], [0.110, 3.144, 4.705], [1.121, -4.454, 7.501], [-0.053, -3.145, 7.111], [-0.399, -4.332, 8.360], [-1.705, -5.098, 6.650], [-0.205, -6.080, 6.389], [-1.977, -5.929, 4.622], [-0.546, -5.929, 3.595], [-2.890, -4.765, 2.827], [-2.160, -3.420, 3.732], [0.022, -3.096, 2.536], [0.015, -5.021, 1.805], [-1.705, -4.641, 0.742], [0.014, -3.481, 0.439], [-2.144, -2.230, 0.164], [-2.897, -2.461, 1.716], [-0.670, -1.127, 2.584], [-2.247, -0.468, 2.248], [-1.592, -0.018, -0.090], [-0.952, 1.049, 1.109], [0.928, 0.727, -0.192], [0.439, -0.819, -0.797], [2.477, -0.909, 0.406], [1.329, -1.935, 1.184], [1.392, -0.540, 3.175], [2.975, -0.420, 2.495], [2.742, 1.751, 1.778], [0.948, 1.751, 1.803], [2.871, 2.110, 4.031], [1.362, 1.222, 4.363], [0.468, 2.738, 5.652], [-0.203, 4.166, 4.908], [-0.784, 2.607, 4.380], [2.233, 2.944, -3.133], [3.182, 1.773, -3.167], [3.221, 1.027, -4.478], [3.542, -0.312, -4.064], [3.097, -0.461, -2.789], [3.038, -1.503, -2.218], [2.737, 0.734, -2.268], [2.333, 3.480, -2.189], [2.423, 3.639, -3.942], [1.199, 2.603, -3.200], [4.187, 2.085, -2.864], [3.979, 1.403, -5.162], [2.252, 1.021, -4.972], [-1.367, -9.792, 9.377], [-1.749, -9.786, 7.916], [-0.747, -9.117, 7.005], [-1.569, -8.622, 5.946], [-2.814, -8.425, 6.453], [-3.691, -7.848, 5.902], [-2.917, -8.985, 7.692], [-2.090, -10.363, 9.960], [-0.382, -10.237, 9.517], [-1.362, -8.777, 9.774], [-1.969, -10.803, 7.576], [-0.003, -9.808, 6.614], [-0.239, -8.272, 7.478], [-2.396, -0.938, 5.527], [-2.763, -0.034, 6.676], [-4.023, -0.430, 7.408], [-4.511, 0.832, 7.890], [-4.044, 1.796, 7.057], [-4.413, 2.927, 7.063], [-3.107, 1.293, 6.222], [-1.437, -0.647, 5.099], [-2.323, -1.976, 5.854], [-3.133, -0.871, 4.726], [-1.921, 0.062, 7.368], [-3.837, -1.105, 8.240], [-4.774, -0.868, 6.748], [-6.360, -7.071, -2.249], [-5.382, -6.018, -1.785], [-4.072, -6.558, -1.262], [-3.678, -5.571, -0.309], [-4.809, -4.966, 0.140], [-4.886, -4.236, 1.069], [-5.881, -5.324, -0.638], [-7.243, -6.609, -2.690], [-5.902, -7.723, -2.995], [-6.699, -7.674, -1.406], [-5.212, -5.282, -2.577], [-3.314, -6.652, -2.037], [-4.183, -7.517, -0.748], [1.455, 5.557, -9.074], [2.248, 5.820, -7.820], [3.180, 4.699, -7.417], [3.218, 4.832, -5.990], [2.054, 5.418, -5.605], [1.670, 5.481, -4.482], [1.384, 5.898, -6.677], [0.872, 6.438, -9.343], [2.109, 5.308, -9.910], [0.750, 4.739, -8.916], [2.788, 6.768, -7.898], [4.178, 4.804, -7.836], [2.783, 3.712, -7.664], [2.580, 5.790, 2.776], [3.915, 5.624, 2.093], [5.065, 5.340, 3.027], [6.181, 5.915, 2.332], [5.701, 6.901, 1.534], [6.382, 7.700, 0.971], [4.353, 6.857, 1.477], [1.788, 5.901, 2.036], [2.347, 4.923, 3.395], [2.568, 6.691, 3.394], [3.854, 4.864, 1.314], [5.226, 4.276, 3.189], [4.961, 5.842, 3.993], [-3.823, 8.265, -8.784], [-3.447, 7.845, -10.183], [-2.770, 6.497, -10.275], [-1.935, 6.651, -11.430], [-1.656, 7.972, -11.562], [-0.839, 8.419, -12.300], [-2.435, 8.709, -10.732], [-4.380, 9.202, -8.802], [-4.440, 7.505, -8.304], [-2.930, 8.433, -8.181], [-4.319, 7.890, -10.841], [-3.471, 5.678, -10.418], [-2.136, 6.279, -9.411], [-3.475, 0.578, -4.879], [-2.120, 0.520, -5.539], [-0.964, 0.337, -4.584], [0.104, 1.005, -5.276], [-0.444, 1.942, -6.082], [0.175, 2.789, -6.649], [-1.784, 1.781, -6.158], [-4.265, 0.624, -5.628], [-3.639, -0.301, -4.256], [-3.562, 1.473, -4.262], [-2.108, -0.246, -6.319], [-0.711, -0.706, -4.410], [-1.120, 0.832, -3.623], [6.660, -0.828, -1.599], [6.458, 0.096, -0.422], [5.288, -0.265, 0.462], [4.890, 1.016, 0.973], [5.268, 1.954, 0.078], [4.917, 3.092, 0.101], [6.092, 1.420, -0.857], [7.567, -0.562, -2.143], [6.746, -1.862, -1.267], [5.827, -0.747, -2.297], [7.380, 0.180, 0.161], [5.555, -0.933, 1.277], [4.449, -0.694, -0.093]], "mulliken_charge": [-1.40, 0.12, -0.26, -0.39, -0.16, 0.93, -1.61, 0.78, -1.49, -0.47, 1.20, -1.08, 0.77, -0.72, -0.29, -0.99, 0.35, 0.29, 0.38, 0.29, 0.08, 0.10, 0.20, 0.33, -0.51, -0.37, -0.05, -0.47, 0.00, 0.42, 0.56, -0.36, 0.27, 0.58, 0.40, 0.04, 0.69, -1.16, -0.25, 0.72, 0.47, -0.73, 0.31, 0.15, 0.58, 0.41, 0.31, 0.28, -0.78, 0.73, 0.04, -0.47, 0.19, -0.56, 0.18, 0.41, -0.22, 0.16, 0.17, 0.29, -0.04, -1.46, 0.48, -0.42, -0.27, 0.67, -0.51, -0.37, 0.37, 0.36, 0.35, 0.24, 0.34, 0.26, -1.15, 0.60, -0.50, -0.35, 0.59, -0.56, -0.29, 0.02, 0.28, 0.39, 0.23, 0.32, 0.34, -1.46, 0.51, -0.58, -0.19, 0.49, -0.45, -0.40, 0.35, 0.36, 0.36, 0.24, 0.35, 0.30, -1.35, 0.48, -0.42, -0.35, 0.61, -0.55, -0.31, 0.28, 0.40, 0.26, 0.31, 0.39, 0.22, -1.49, 1.24, -0.36, -0.37, 0.56, -0.57, -0.43, 0.36, 0.31, 0.39, -0.12, 0.22, 0.35, -1.40, 0.49, -0.40, -0.33, 0.68, -0.54, -0.36, 0.35, 0.37, 0.34, 0.23, 0.33, 0.25, -1.54, 0.55, -0.58, -0.21, 0.51, -0.53, -0.37, 0.37, 0.39, 0.37, 0.26, 0.40, 0.25, -1.28, 0.28, -0.26, -0.12, 0.57, -0.51, -0.35, 0.40, 0.34, 0.18, 0.36, 0.43, -0.15], "lumo_energy_ha": 0.0575, "e_tot_ha": -4442.0192, "homo_energy_ev": -3.2, "charge": -1, "max_force_ev_per_a": 1.4}